<P>
Density functional theory data (the ωB97M-V functional and the def2-TZVPD basis) for a cluster of 11 separate species, H22O11 in total.

The total charge is 0. The SMILES is O.O.O.O.O.O.O.O.O.O.O. The LUMO energy is -0.3 eV. For the frontier orbital gap, the calculation gives 10.55 eV.

Element x y z (Å)
O 2.2567 -3.4559 1.4833
H 2.7079 -4.2650 1.2172
O 2.7396 -0.9231 -0.3221
H -1.0458 4.5457 0.6171
H -4.2551 -2.3501 -1.3287
H -4.5825 -0.6236 2.9841
H 2.0104 0.9378 1.7631
H 0.0882 -2.7419 0.7057
H 0.3597 0.1387 -0.3477
O -5.0256 -1.8098 -1.5368
H 0.4508 4.3326 0.7746
O 5.1454 1.3320 -1.4382
H -1.9676 2.5155 -0.4382
O -0.3601 4.4352 1.2854
O 1.7052 0.3541 2.4668
H -1.5356 0.4029 -2.8740
H 2.3208 0.5171 3.1903
H -1.6038 1.3333 -1.3214
H 2.4710 -0.5660 0.5319
H 1.9506 -1.3709 -0.6477
O -1.9935 1.5525 -0.4676
H -0.0253 0.2331 -2.8913
O -0.2989 0.2007 -1.0487
H -4.7719 -1.3384 -2.3383
O -4.1654 0.2341 2.8454
H 4.2390 1.6499 -1.3586
H 2.9180 -2.9760 1.9946
H -1.1106 -0.1157 -0.6364
H -0.4771 -2.3384 -0.6462
H -3.4064 0.0378 2.2847
O 0.3549 -2.4432 -0.1710
O -0.7548 0.5995 -3.4038
H 5.6618 1.9655 -0.9273

<Q>
Density functional theory data (the ωB97M-V functional and the def2-TZVPD basis) for a cluster of 11 separate species, H22O11 in total.

The total charge is 0. The SMILES is O.O.O.O.O.O.O.O.O.O.O. The LUMO energy is 0.0 eV. For the frontier orbital gap, the calculation gives 9.97 eV.

Element x y z (Å)
O 0.1581 0.2179 -0.4654
H -0.5862 0.6837 -0.8630
H 1.6820 -0.7017 1.2203
H 0.4594 4.1608 -0.7142
H -3.7684 -0.4895 0.0967
O -1.4120 2.5306 2.4071
H -2.6053 -1.4668 0.0506
H -3.0922 -3.2122 0.5597
H -6.2628 0.6507 -0.3453
H 0.9316 5.2754 -1.6332
O 0.8679 -4.2335 -0.0374
H 4.3387 -0.2099 0.8247
H -1.8997 -3.9476 1.1489
O -3.0687 -0.8113 -0.4829
H 1.6073 -1.8744 -0.4115
O -5.7638 1.1169 -1.0255
O -2.1300 -3.2528 0.5218
H 2.8984 2.7129 -1.0022
H 0.4420 -3.7673 -0.7657
H -1.5223 3.2268 1.7498
O 2.6204 -0.5964 1.0274
O 4.4323 -0.5898 -0.0562
H 2.6075 2.3934 0.4550
H 2.9955 -0.2759 1.8554
H -2.1705 2.6380 2.9920
H 0.3075 -0.5309 -1.0537
H 1.2318 -1.8989 -1.8840
H -4.8551 1.0972 -0.7047
H 1.8058 -4.0456 -0.1553
O 1.8590 -2.2704 -1.2534
O 1.2589 4.5680 -1.0663
O 2.1910 2.7270 -0.3477
H 4.4418 0.1757 -0.6419

<P> (0.0418 hartree below the next structure)

<P>
Density functional theory data (the ωB97M-V functional and the def2-TZVPD basis) for a cluster of 11 separate species, H22O11 in total.

The total charge is 0. The SMILES is O.O.O.O.O.O.O.O.O.O.O. The LUMO energy is -0.1 eV. For the frontier orbital gap, the calculation gives 10.61 eV.

Element x y z (Å)
H -3.6007 0.5024 1.7361
H 0.8079 2.7323 -0.8321
H 0.4753 -3.0642 0.0933
H 0.5489 -3.7013 3.7759
H 2.6201 1.0856 -2.8197
O -4.5580 0.6295 1.5369
H -4.3795 0.6430 0.5826
H -2.1755 -0.1155 -2.2449
O 3.6734 0.8984 0.8414
H 0.2881 -1.6658 0.6168
H -3.1508 -3.0827 -1.4949
H 1.3779 -3.8962 2.4989
O -1.9232 -0.4025 0.5956
H -0.1170 2.6006 2.9163
H 1.2003 1.8430 2.1199
H -0.8388 0.4666 -2.6264
O 2.8504 1.8775 -2.2945
H 4.3649 1.3653 1.3273
H -1.1297 2.8028 -2.7509
O -1.2912 -0.3862 -2.5130
O -0.3205 2.3902 -3.0605
O 1.4475 -3.6942 3.4340
H -1.3327 -0.2367 -0.1509
O 0.8150 2.4015 2.7951
O 0.4120 -2.5736 0.9206
O -2.4444 -2.9265 -0.8531
H 4.1682 0.1776 0.4357
H 3.4879 1.3359 -1.7939
H 0.4970 2.8041 -2.7793
H 1.2559 2.1259 0.4494
H -1.8679 -3.6443 -1.1490
O 0.5785 1.9847 -0.2687
H -1.7394 -1.2770 0.9560

<Q>
Density functional theory data (the ωB97M-V functional and the def2-TZVPD basis) for a cluster of 11 separate species, H22O11 in total.

The total charge is 0. The SMILES is O.O.O.O.O.O.O.O.O.O.O. The LUMO energy is -0.1 eV. For the frontier orbital gap, the calculation gives 9.96 eV.

Element x y z (Å)
O 2.3092 -0.7295 -1.3556
H 0.1593 0.3292 2.4987
H 2.5125 -0.3124 2.5134
O -0.1054 0.7745 0.5434
H 0.7698 -1.8084 -2.0419
H 3.0398 1.2318 0.9547
H 2.4791 -1.4675 -0.7701
H -2.5965 1.0190 -1.5062
H -2.5336 1.3570 1.8255
O -0.1780 -1.6769 -2.0170
O 2.5603 1.6751 0.2548
O -1.6991 -1.7366 1.5683
H 0.1207 0.3461 -2.3285
H -1.7603 -1.2029 -1.4153
H 0.2666 -0.6685 3.6322
O -2.5905 1.9750 -1.5531
O -3.2428 0.7155 1.7841
O -2.5806 -0.7133 -1.4763
H -0.4593 0.6635 -0.3390
H -1.7770 -2.4677 0.9553
O 0.2964 1.1618 -2.7976
H -1.0595 -1.1510 1.1632
H 2.4057 0.0444 -0.8005
O 0.7741 -0.2662 2.9274
H 3.1625 2.3499 -0.0585
H -2.2794 2.1700 -2.4371
H 3.7100 0.4070 3.0968
H -2.7991 -0.1326 1.7745
H 0.8316 0.9176 0.4098
H 0.5906 0.8816 -3.6643
H -0.5263 -2.3254 -2.6290
H -3.2257 -1.2709 -1.0413
O 3.4249 -0.0889 2.3293

<R>
Density functional theory data (the ωB97M-V functional and the def2-TZVPD basis) for a structure of composition H22O11.

The total charge is 0. The LUMO energy is -1.4 eV. For the frontier orbital gap, the calculation gives 6.99 eV.

Element x y z (Å)
H -5.8092 16.7811 3.2759
H -8.8128 18.1419 5.5769
H -8.1670 15.3805 4.1805
O -9.3546 16.5871 7.4155
H -9.6908 14.3888 5.2154
H -9.0701 17.3652 6.9360
O -9.5157 14.9325 5.9836
O -7.2487 15.9408 5.3538
H -6.3316 17.9652 6.4657
O -8.5942 18.3845 6.4767
H -9.2592 15.8704 6.7882
O -7.7410 14.1302 6.9688
H -5.1896 15.4370 4.3631
O -5.6952 14.4225 4.7774
H -8.7224 14.5582 6.3667
H -4.8604 14.9644 6.8197
H -6.8350 14.4228 6.8700
H -6.5066 15.3915 5.6064
O -4.6842 16.1939 4.0665
O -6.7252 17.0161 3.1278
H -4.1972 16.4756 4.8408
H -7.7402 18.8116 6.4094
O -4.2502 15.6946 6.7166
H -7.2124 16.2144 3.3179
H -4.0346 15.9556 7.6120
H -7.4422 16.4574 6.1361
O -6.3406 17.7768 7.4041
H -7.5388 14.4344 3.1795
H -5.9442 13.9808 3.9655
O -8.0519 15.2401 3.2407
H -7.6881 13.3821 7.5636
H -5.4380 17.9234 7.6870
H -5.4112 13.7161 5.3576

<S>
Density functional theory data (the ωB97M-V functional and the def2-TZVPD basis) for a cluster of 11 separate species, H22O11 in total.

The total charge is 0. The SMILES is O.O.O.O.O.O.O.O.O.O.O. The LUMO energy is -0.6 eV. For the frontier orbital gap, the calculation gives 9.67 eV.

Element x y z (Å)
H 2.4772 -0.0794 1.4361
H 0.1489 2.6998 0.9836
H -0.4466 0.4257 3.1034
H -0.7024 0.5983 -3.5599
H -1.1518 2.3650 0.2851
O 1.7499 -1.3787 -3.1964
O -2.3026 1.6762 -1.3268
O 0.0022 -3.2550 0.2959
O 0.0230 -1.5930 3.1869
O 2.9414 0.4620 2.0745
H 2.4206 0.3899 2.8743
H -2.3323 -1.4282 0.7249
O -1.9389 -0.6660 1.1498
H -0.1020 -1.7939 2.2594
H 3.1055 1.6060 -1.7340
H 2.3431 0.4589 -1.1058
O -0.1611 1.2702 3.4519
H -2.6701 -0.2328 1.5903
H -2.0111 -0.0730 -3.9185
H -0.3611 1.8968 2.7565
H -0.7587 -1.9416 3.6154
H -3.2147 1.4120 -1.4471
O -0.7930 2.6212 1.1347
H 0.0800 -0.0852 0.4869
H 0.6104 -3.9873 0.3969
H 1.0548 -0.7619 -2.9671
H -0.3025 0.3285 -0.9183
O 0.4556 0.1553 -0.3601
H 1.7185 -1.4314 -4.1516
O 3.2295 0.7570 -1.3097
H 0.2725 -2.8290 -0.5176
H -2.3191 2.6313 -1.3893
O -1.0650 -0.2177 -3.9049

<Q> (0.0324 hartree below the next structure)

<P>
Density functional theory data (the ωB97M-V functional and the def2-TZVPD basis) for a cluster of 11 separate species, H22O11 in total.

The total charge is 0. The SMILES is O.O.O.O.O.O.O.O.O.O.O. The LUMO energy is 0.0 eV. For the frontier orbital gap, the calculation gives 10.65 eV.

Element x y z (Å)
H -4.1849 1.8664 2.5577
H -3.2024 2.9201 3.0228
H 1.7592 2.2351 3.2372
H 2.4947 -0.1791 -5.4657
H 4.5916 -2.3741 -2.7372
O 3.7206 -2.4384 -2.3456
H -5.0985 1.5712 -1.4053
H 0.5205 0.0558 -0.5111
O -0.0792 4.9477 0.5745
H 1.5175 -1.7649 2.9920
O 2.3768 2.4218 2.5302
H 0.1397 5.8359 0.8562
H 0.1787 -1.0836 2.8036
H -2.7355 -1.1938 -0.3904
O -4.4219 2.2483 -1.4113
H -1.0462 -3.7885 -0.7720
H -4.2613 2.4353 -0.4864
H 1.8000 0.7730 -4.5154
H 3.1891 -1.8132 -2.8385
H -1.0224 4.8751 0.7207
O 0.6911 -1.5830 3.4394
O -0.0913 0.3349 0.1701
H 0.0309 -4.7776 -1.1638
H 1.8239 2.6047 1.7705
O 3.4331 -2.9153 1.4581
O -3.5777 2.5312 2.2328
O -0.6328 -4.6063 -0.4956
O -3.2429 -1.7945 -0.9362
H -0.4961 1.1280 -0.1812
H 3.4991 -3.0483 0.5125
H 4.2890 -3.1768 1.7976
H -3.9537 -2.0924 -0.3685
O 1.9913 -0.1550 -4.6519

<Q>
Density functional theory data (the ωB97M-V functional and the def2-TZVPD basis) for a cluster of 11 separate species, H22O11 in total.

The total charge is 0. The SMILES is O.O.O.O.O.O.O.O.O.O.O. The LUMO energy is 0.1 eV. For the frontier orbital gap, the calculation gives 10.34 eV.

Element x y z (Å)
H -2.7652 -1.5945 0.9961
H -2.1575 3.0776 0.7795
O -0.3778 0.4403 -0.5267
H -1.7406 -1.7137 -1.6065
O -2.6928 -2.7347 2.8212
H 0.6602 4.4257 2.8387
O 3.1451 -3.8829 0.9265
H -1.3517 2.0500 0.0017
H -1.9957 -0.2860 1.0725
O -2.1188 2.1356 0.5790
O -2.2893 -0.9596 0.4488
H 3.2920 1.4778 -1.3981
H 1.3760 2.7295 -0.5158
O 0.7985 3.4947 -0.4162
H -2.0859 -1.9963 2.6965
H 0.9360 3.9994 -1.2258
O 4.9285 -0.4435 -0.8124
H 3.0001 0.1085 -1.9897
H -1.1159 -0.1589 -0.3681
H 1.0076 3.1942 2.0184
O -1.6047 -2.6602 -1.4858
H -3.6766 -0.1196 -2.4637
H 3.8424 -4.4164 1.3242
O -4.6231 -0.0441 -2.6293
H 5.7854 -0.8808 -0.8713
O 3.3174 0.5376 -1.1871
H -4.7064 0.7622 -3.1507
O 0.2926 3.5901 2.5294
H -2.8796 -2.7275 3.7668
H 3.6009 -3.0896 0.6232
H 4.2930 -1.1674 -0.8457
H 0.4018 -0.1198 -0.4396
H -2.4958 -3.0275 -1.4901

<P> (0.0731 hartree below the next structure)

<P>
Density functional theory data (the ωB97M-V functional and the def2-TZVPD basis) for a cluster of 2 separate species, C2H3ClF2O in total.

The total charge is 0. The LUMO energy (alpha / beta) is 0.1 / 0.1 eV. For the frontier orbital gap (alpha / beta), the calculation gives 10.24 / 10.24 eV.

Element x y z (Å)
H 1.3898 0.9074 -0.6869
F -1.7101 -1.2940 -0.6757
H -1.0898 -0.7898 1.3528
H 0.6217 -0.6304 -1.0354
C -1.7075 -0.5976 0.4385
O -0.2552 0.7211 0.1458
F 1.3769 -0.4571 0.8533
C 0.8340 0.0927 -0.2945
Cl -3.0992 0.3397 0.5224

<Q>
Density functional theory data (the ωB97M-V functional and the def2-TZVPD basis) for a structure of composition C2H3ClF2O.

The total charge is 0. The LUMO energy is 0.8 eV. For the frontier orbital gap, the calculation gives 11.35 eV.

Element x y z (Å)
C -0.8391 -1.4424 1.0323
H -0.4374 1.9263 -0.3144
C -0.1638 0.8736 -0.0609
H 0.1955 -1.9223 0.7266
O -1.2084 0.0309 0.0988
F -1.7533 -2.2821 0.7119
H 0.5573 0.4636 -0.6717
Cl 0.6374 1.1840 1.5314
F -0.9507 -1.0624 2.2677

<Q> (0.0383 hartree below the next structure)

<P>
Density functional theory data (the ωB97M-V functional and the def2-TZVPD basis) for the ion C2H5N2S with charge +1.

The total charge is +1. The LUMO energy is -6.0 eV. For the frontier orbital gap, the calculation gives 8.59 eV.

Element x y z (Å)
H -2.9945 0.1554 -0.9122
H 1.1538 1.9086 0.1396
H 2.4031 -1.1032 -1.0482
C 1.1249 -0.0947 -0.1508
N 1.4118 -1.2263 -0.6880
N 1.5782 1.0281 -0.0731
C -1.8868 0.0827 -1.0410
H 1.1654 -2.2259 -0.4060
S -1.0163 -0.5448 0.1827
H -1.3483 0.5670 -1.8395

<Q>
Density functional theory data (the ωB97M-V functional and the def2-TZVPD basis) for the ion C2H5N2S with charge +1.

The total charge is +1. The SMILES is [H]/N=C1\S[C@H]1[NH3+]. The LUMO energy is -4.5 eV. For the frontier orbital gap, the calculation gives 9.04 eV.

Element x y z (Å)
H -1.0740 0.4359 -1.2544
S 1.7952 0.9965 -0.3082
H 1.4299 -2.7313 -0.3835
C 0.1814 0.4094 0.4435
C 0.7349 -0.8275 0.0521
N -1.0676 0.8528 -0.2241
H -1.8326 0.3970 0.3054
H -1.0235 1.8489 -0.1361
N 0.8586 -2.0073 0.0026
H -0.0024 0.6256 1.5025

<Q> (0.0030 hartree below the next structure)

<P>
Density functional theory data (the ωB97M-V functional and the def2-TZVPD basis) for a cluster of 2 separate species, C3H4S2 in total.

The total charge is 0. The SMILES is C=C=S.C=S. The LUMO energy is -0.5 eV. For the frontier orbital gap, the calculation gives 8.14 eV.

Element x y z (Å)
C -2.2803 -1.7806 0.5188
H 2.4264 2.6358 -0.2515
S 2.5885 0.2560 0.3685
C 2.5230 1.5837 -0.5223
H -1.4599 -2.1172 1.1611
H -3.0542 -2.4937 0.4160
C -2.0117 -0.6143 0.0782
S -1.7121 0.8719 -0.2150
H 2.9802 1.6583 -1.5537

<Q>
Density functional theory data (the ωB97M-V functional and the def2-TZVPD basis) for an isolated molecule of C3H4S2.

The total charge is 0. The SMILES is S=C1C[C@@H]1S. The LUMO energy is -0.6 eV. For the frontier orbital gap, the calculation gives 7.59 eV.

Element x y z (Å)
H -1.1818 -1.4341 0.7678
H -1.3098 0.2660 -0.9920
C -0.3237 0.1455 -0.7680
H 0.4537 -1.5755 0.5882
C -0.0610 0.5102 0.9004
C -0.3092 -0.8268 0.5090
S 1.0626 0.2354 -1.7762
S -0.1768 1.7806 1.7974
H 1.8460 0.8987 -1.0266

<R>
Density functional theory data (the ωB97M-V functional and the def2-TZVPD basis) for an isolated molecule of C3H4S2.

The total charge is 0. The LUMO energy is -0.6 eV. For the frontier orbital gap, the calculation gives 8.29 eV.

Element x y z (Å)
S -2.0889 -0.1133 0.4788
C 1.0340 -0.5392 -0.8109
C 0.7128 0.7363 -0.7887
S -0.7517 1.3930 -0.1601
H 0.3779 -1.2233 -0.3070
H 1.8922 -0.9861 -1.3007
C -1.5982 -0.7891 1.8469
H 1.2682 1.5630 -1.1396
H -0.8463 -0.0413 2.1812

<S>
Density functional theory data (the ωB97M-V functional and the def2-TZVPD basis) for an isolated molecule of C3H4S2.

The total charge is 0. The SMILES is S/C=C1\CS1. The LUMO energy is 0.1 eV. For the frontier orbital gap, the calculation gives 8.78 eV.

Element x y z (Å)
C 0.6934 0.8995 0.3231
H 2.3646 -0.7405 -0.4733
H -1.6639 -1.4282 0.6955
C -1.3368 -0.8981 -0.0669
S 2.7577 0.4306 0.2220
S -2.1136 0.8350 -0.1711
H 0.8917 1.9656 0.1772
C -0.4867 0.2776 0.2563
H -1.1064 -1.3414 -0.9629

<P> (0.0070 hartree below the next structure)